Below is 4 unconnected molecules or ions with the total composition C6H20NO4, with properties calculated with the ωB97M-V functional and the def2-TZVPD basis.

Results
orbital gap	5.94	eV
charge	-1
molecular weight	170.23	g mol⁻¹
HOMO level	-2.747	eV
E_tot	-596.23909	Eh
E_LUMO	3.195	eV

Cartesian coordinates (Å):
C  0.0459  0.9714  2.3722
O  1.3636  1.1516  2.5757
C  -0.1946  0.8218  0.8206
C  0.8178  -0.2934  0.2821
C  -0.0095  -1.5986  0.2511
C  -0.8202  -1.7608  -1.0619
C  0.8887  -2.8783  0.3232
N  0.3002  2.1086  0.1919
H  -0.4656  1.8346  2.7211
H  -0.2659  0.2089  3.0692
H  -1.2449  0.7720  0.5940
H  1.7031  -0.1442  0.9895
H  1.4467  0.0010  -0.5151
H  -0.5951  -1.5916  1.1919
H  -1.8270  -2.1737  -0.8787
H  -0.3016  -2.2963  -1.8727
H  -0.8862  -0.7382  -1.4343
H  1.8146  -2.4306  0.5670
H  0.7016  -3.5888  1.1728
H  0.9261  -3.4087  -0.6642
H  -0.2463  2.8931  0.4464
H  1.1884  2.2288  0.4956
H  -3.3805  -0.8719  0.1800
H  -2.6325  -0.6670  1.4700
O  -3.2407  -0.2446  0.8896
H  1.1412  2.6669  -2.1355
H  0.0737  1.6771  -1.4992
O  0.3945  2.0785  -2.3498
H  0.4190  -1.0714  -2.8482
H  0.7589  0.4375  -2.9779
O  0.8828  -0.4945  -3.2829

Below is a molecular structure, C10H31NOP2Sr, with properties calculated with the ωB97M-V functional and the def2-TZVPD basis.

Results
orbital gap	3.79	eV
molecular weight	330.93	g mol⁻¹
HOMO level	-3.804	eV
E_tot	-1242.77126	Eh
E_LUMO	-0.009	eV

Cartesian coordinates (Å):
Sr  0.9201  -1.3849  0.3825
H  2.0266  -3.0511  1.9982
H  1.4545  -3.5115  1.7632
P  2.7949  1.0048  -0.3533
P  -0.9276  -1.6670  -2.0485
C  -2.7076  -1.4154  -1.6671
H  -3.3559  -2.0520  -2.2919
H  -2.8766  -1.6726  -0.6133
H  -2.9802  -0.3643  -1.8049
C  -1.0317  -1.7609  -3.8957
H  -0.0620  -2.1412  -4.2669
H  -1.8500  -2.4181  -4.2515
H  -1.1716  -0.7421  -4.3017
C  -0.9737  -3.4862  -1.7456
H  -1.2020  -3.6972  -0.6907
H  -1.7534  -3.9660  -2.3618
H  -0.0027  -3.9406  -1.9793
C  3.7394  1.8770  -1.6807
H  4.6293  2.4041  -1.2860
H  4.0521  1.1216  -2.4262
H  3.0725  2.5992  -2.1879
C  2.7200  2.3351  0.8987
H  2.4617  1.8891  1.8674
H  3.6816  2.8575  1.0019
H  1.9392  3.0556  0.6409
C  4.2214  0.1323  0.4082
H  4.5216  -0.7173  -0.2162
H  5.0703  0.8239  0.5286
H  3.9442  -0.2512  1.4003
H  1.9085  -1.1671  -1.9635
H  0.7136  -0.1100  -1.3003
C  -3.2104  2.1645  2.7564
N  -2.3175  1.0551  2.5568
C  -2.2528  0.0523  3.5535
C  -1.4929  0.9196  1.5150
C  -1.4761  1.9266  0.4011
O  -0.7164  -0.1002  1.4699
H  -3.7256  1.9907  3.7092
H  -3.9835  2.2812  1.9851
H  -2.7214  3.1449  2.8269
H  -2.4970  -0.9196  3.1557
H  -1.2614  -0.0368  3.9647
H  -2.9687  0.3467  4.3261
H  -0.4533  2.3465  0.2408
H  -1.7542  1.4693  -0.5733
H  -2.1452  2.7756  0.5549

Below is C4H4FN in the gas phase, with properties calculated with the ωB97M-V functional and the def2-TZVPD basis.

Results
SMILES string	C/C(F)=C\C#N
orbital gap	10.87	eV
molecular weight	85.08	g mol⁻¹
HOMO level	-10.434	eV
E_tot	-309.32204	Eh
E_LUMO	0.434	eV

Cartesian coordinates (Å):
C  -1.7428  0.9943  0.3372
C  -0.1227  0.6715  -0.0670
F  0.0397  1.6264  -1.1122
C  0.8930  -0.1266  -0.0557
C  0.8797  -1.4212  0.5864
N  0.7328  -2.6190  0.7514
H  -2.2745  -0.1565  0.4849
H  -2.2251  1.4378  -0.6646
H  -1.9605  1.7323  1.0116
H  1.5302  -0.0258  -0.8880